Entry 1:
The following is a DFT calculation (ωB97M-V/def2-TZVPD) of a single C23H15NO3 molecule.

The geometry in XYZ format:
```
42
Properties=species:S:1:pos:R:3:forces:R:3:lowdin_charge:R:1
C 5.658 -1.877 -3.192 -0.4 0.9 1.3 -0.06
C 5.466 -0.816 -2.166 0.8 -2.8 -2.0 -0.08
C 4.255 -0.819 -1.482 0.5 0.1 -0.6 -0.03
C 3.227 -1.726 -1.844 1.7 -0.4 -0.7 -0.10
C 3.457 -2.811 -2.769 0.9 2.4 1.7 -0.22
C 4.646 -2.855 -3.434 1.9 -0.5 -1.5 -0.02
O 2.410 -3.669 -2.885 -0.4 1.3 0.3 0.12
C 1.443 -3.045 -2.134 -1.2 1.9 1.4 -0.17
C 0.089 -3.391 -2.126 1.0 -0.8 -0.9 -0.02
C -0.785 -2.726 -1.329 1.3 2.9 2.3 0.00
C -0.238 -1.600 -0.459 -2.7 -1.1 -1.8 -0.19
C -1.205 -0.937 0.510 1.5 0.9 1.2 -0.11
C -1.727 0.460 0.187 0.5 -0.8 -2.5 -0.17
C -1.835 0.897 -1.131 -0.4 0.4 0.5 -0.05
N -2.433 2.103 -1.522 0.9 -1.4 0.5 0.07
C -2.836 2.943 -0.573 2.1 -3.6 -0.7 -0.09
C -2.655 2.608 0.777 -0.7 1.2 0.4 -0.17
C -3.054 3.564 1.750 -0.6 1.7 3.1 0.06
C -3.063 3.256 3.158 0.9 -2.9 -4.8 -0.24
C -2.699 1.892 3.535 0.1 3.3 -0.5 -0.12
C -2.209 1.098 2.535 0.4 -2.5 2.4 0.05
C -2.151 1.344 1.144 -1.4 2.1 2.1 -0.15
O -2.717 1.857 4.967 0.1 0.5 -1.5 0.01
C -3.092 3.192 5.399 -1.8 -0.7 -1.0 -0.07
O -3.335 3.996 4.185 -0.1 1.0 2.8 0.05
C 1.020 -1.083 -0.649 0.1 -2.4 -0.6 0.03
C 1.879 -1.851 -1.449 -0.9 -2.1 -1.0 -0.09
H 6.664 -1.898 -3.693 -1.4 -0.2 0.4 0.10
H 6.382 -0.195 -1.966 -1.5 -0.4 0.0 0.11
H 4.169 -0.098 -0.678 -0.6 0.0 0.0 0.11
H 4.732 -3.677 -4.192 0.4 0.9 0.7 0.13
H -0.178 -4.153 -2.838 -0.5 -0.3 0.1 0.12
H -1.863 -2.896 -1.324 0.4 -0.1 0.1 0.11
H -0.572 -0.836 1.432 -0.7 0.0 -0.5 0.13
H -2.031 -1.566 0.812 -0.2 -0.4 -0.2 0.12
H -1.414 0.171 -1.852 -0.6 1.0 -0.2 0.12
H -3.219 3.825 -0.940 -1.0 2.0 -0.3 0.09
H -3.332 4.635 1.445 0.4 -1.8 0.4 0.14
H -1.865 0.119 2.863 0.1 0.0 0.0 0.12
H -2.429 3.677 6.083 1.4 0.1 -0.3 0.12
H -4.025 3.159 5.983 -0.1 -0.3 -0.6 0.14
H 1.463 -0.271 -0.138 -0.1 1.0 0.6 0.12
```
Positions in Å, forces in eV/Å.

## Properties
- SMILES: c1ccc2c(c1)oc1ccc(Cc3cncc4cc5c(cc34)OCO5)cc12
- ΔE to the lowest compared entry with this formula, charge and spin: 45.42 kcal/mol
- Spin multiplicity: 1



Entry 2:
The following is a DFT calculation (ωB97M-V/def2-TZVPD) of a single C3H3N5O molecule.

The geometry in XYZ format:
```
12
Properties=species:S:1:pos:R:3:forces:R:3:lowdin_charge:R:1
H -3.321 0.083 -0.028 0.3 -0.8 0.1 0.07
N -2.767 -0.800 -0.012 0.0 1.0 0.1 0.14
C -1.542 -0.485 0.031 1.3 0.0 -1.0 -0.40
C -0.941 0.877 -0.004 -1.4 0.0 0.8 -0.07
N 0.306 1.073 -0.078 1.3 0.1 0.2 0.11
N 1.103 -0.031 -0.094 0.3 0.6 0.1 -0.14
C 2.520 0.089 0.012 0.7 -1.3 -0.3 -0.22
O 3.236 -0.888 0.015 -0.9 1.9 0.1 0.08
N 0.690 -1.285 -0.033 -2.0 -1.2 -0.4 0.07
N -0.541 -1.556 -0.040 -0.1 0.5 0.6 0.10
H -1.565 1.785 0.162 0.4 -0.8 -0.5 0.13
H 2.822 1.138 0.069 0.1 0.1 0.0 0.13
```
Positions in Å, forces in eV/Å.

## Properties
- SMILES: [H]/N=c1\cnn(C=O)nn1
- ΔE to the lowest compared entry with this formula, charge and spin: 45.82 kcal/mol
- Spin multiplicity: 1



Entry 3:
The following is a DFT calculation (ωB97M-V/def2-TZVPD) of a single C2H6ClN3S molecule.

The geometry in XYZ format:
```
13
Properties=species:S:1:pos:R:3:forces:R:3:lowdin_charge:R:1
N 2.052 -0.736 -0.300 -0.3 -1.0 -0.7 -0.03
N 0.657 -1.130 -0.476 0.5 0.2 0.2 -0.01
C -0.174 -0.317 0.060 0.7 -0.1 -0.8 -0.51
C 0.377 0.921 0.748 -1.4 -0.5 -0.3 -0.54
Cl 0.609 2.149 -0.502 0.4 0.5 -0.4 0.58
N -1.534 -0.619 -0.170 0.6 1.0 1.0 -0.39
S -2.768 0.528 -0.393 1.0 0.1 -0.6 0.76
H 2.566 -1.569 -0.606 -0.2 0.3 0.3 0.07
H 2.253 -0.067 -1.049 -0.2 0.1 0.3 0.06
H 1.310 0.672 1.226 0.2 0.0 -0.1 0.06
H -0.298 1.367 1.440 -0.6 0.1 0.6 0.05
H -1.642 -1.460 -0.691 0.1 -0.5 -0.4 0.06
H -3.408 0.260 0.711 -0.7 -0.1 1.0 -0.17
```
Positions in Å, forces in eV/Å.

## Properties
- SMILES: N/N=C(\CCl)NS
- ΔE to the lowest compared entry with this formula, charge and spin: 5.56 kcal/mol
- Spin multiplicity: 1



Entry 4:
The following is a DFT calculation (ωB97M-V/def2-TZVPD) of a molecular structure, C2H6ClMgOS.

The geometry in XYZ format:
```
12
Properties=species:S:1:pos:R:3:forces:R:3:lowdin_charge:R:1
Mg 0.388 -1.219 -5.280 0.1 0.1 0.2 1.06
Cl 1.181 -0.285 -3.541 -0.1 -0.1 -0.3 0.00
C 0.261 0.439 2.098 0.8 1.7 0.7 -0.30
S 0.034 -0.813 0.967 -2.2 -2.7 0.8 0.82
O -1.257 -1.391 1.562 1.3 0.1 -1.4 -0.55
C -0.345 0.153 -0.462 -0.3 -0.1 -1.2 -0.32
H 0.652 0.016 3.010 0.0 -0.2 0.2 0.06
H -0.718 0.865 2.276 -0.2 0.2 0.1 0.07
H 0.964 1.171 1.731 0.3 0.4 0.0 0.06
H 0.577 0.617 -0.764 0.6 0.3 -0.1 0.02
H -1.064 0.934 -0.286 -0.5 0.2 0.3 0.06
H -0.672 -0.487 -1.314 0.1 0.2 0.9 0.03
```
Positions in Å, forces in eV/Å.

## Properties
- Charge: +1
- Spin multiplicity: 1



Entry 5:
The following is a DFT calculation (ωB97M-V/def2-TZVPD) of 2 unconnected molecules or ions with the total composition C17H33N2O7S.

The geometry in XYZ format:
```
60
Properties=species:S:1:pos:R:3:forces:R:3:lowdin_charge:R:1
C 4.353 -3.058 -0.722 0.1 -0.1 0.0 0.12
C 3.174 -2.969 -0.540 0.0 -0.2 -0.2 -0.15
C 1.728 -2.961 -0.366 0.2 0.7 -0.1 -0.18
C 1.109 -1.559 -0.615 0.0 -0.2 0.2 -0.18
C 0.386 -1.502 -1.956 0.2 0.2 0.4 -0.09
C -0.435 -0.229 -2.257 0.0 -0.6 0.0 -0.36
C -0.238 0.980 -1.346 0.1 0.6 -0.6 -0.10
C 0.046 2.316 -2.064 0.1 -0.3 0.7 -0.13
C 1.426 2.446 -2.686 -0.4 0.6 -0.1 -0.16
O 2.402 1.837 -1.831 -0.1 -0.7 -0.4 -0.02
C 3.679 1.974 -2.292 0.4 0.5 0.2 -0.52
C 4.554 0.770 -2.111 -0.5 0.1 0.1 0.04
O 4.071 2.990 -2.793 -0.2 0.0 -0.2 0.13
O -0.180 0.131 -3.664 0.2 -0.1 0.0 -0.16
S -0.924 -0.890 -4.630 0.2 -0.5 -0.6 0.62
O -0.159 -2.046 -4.935 0.2 0.1 0.3 -0.20
O -1.475 -0.149 -5.701 -0.4 0.3 0.3 -0.19
O -2.027 -1.355 -3.547 -0.1 -0.1 -0.2 -0.13
C -1.931 -0.507 -2.417 -0.4 0.7 0.2 -0.38
N -2.625 -1.075 -1.274 0.1 -0.3 -0.2 0.12
H 5.388 -3.225 -0.882 0.1 0.1 0.0 0.03
H 1.310 -3.663 -1.082 -0.2 -0.3 0.1 0.12
H 1.522 -3.287 0.650 -0.2 -0.2 0.0 0.11
H 0.439 -1.317 0.205 -0.1 0.0 0.0 0.08
H 1.896 -0.811 -0.584 0.1 0.1 0.0 0.10
H 1.134 -1.597 -2.739 0.1 0.0 -0.1 0.13
H -0.250 -2.381 -2.037 -0.2 0.0 -0.1 0.13
H -1.162 1.130 -0.790 -0.1 -0.1 0.2 0.11
H 0.547 0.833 -0.618 0.1 -0.2 0.1 0.10
H -0.040 3.080 -1.289 -0.1 0.1 0.0 0.12
H -0.731 2.521 -2.795 0.1 0.1 -0.2 0.12
H 1.457 1.995 -3.674 0.1 -0.2 0.0 0.13
H 1.656 3.501 -2.806 0.1 0.1 0.0 0.13
H 4.867 0.471 -3.108 0.2 0.0 0.0 0.10
H 4.028 -0.054 -1.647 0.0 -0.1 0.1 0.06
H 5.416 1.064 -1.524 0.2 -0.1 0.0 0.09
H -2.390 0.452 -2.686 0.0 0.1 0.0 0.17
H -3.117 -0.305 -0.837 0.0 0.0 0.1 0.08
H -3.361 -1.687 -1.615 0.1 -0.1 -0.1 0.11
C -0.077 0.548 3.576 0.1 0.0 0.2 0.02
N -1.471 0.656 4.130 0.1 0.0 -0.1 -0.36
C -1.556 1.928 4.913 -0.1 -0.1 0.0 0.01
C -1.730 -0.496 5.040 0.0 0.0 0.0 0.02
C -2.516 0.732 3.039 0.0 0.1 -0.1 -0.09
C -2.666 -0.484 2.154 0.3 -0.3 0.0 -0.22
O -1.452 -0.725 1.477 0.0 -0.1 0.3 -0.10
H 0.617 0.770 4.384 0.0 0.0 0.0 0.11
H 0.090 -0.457 3.213 0.0 0.0 -0.1 0.10
H 0.039 1.269 2.773 0.0 0.0 0.0 0.12
H -0.822 1.893 5.713 0.0 0.0 0.0 0.11
H -2.557 2.020 5.328 0.0 0.0 0.0 0.11
H -1.346 2.761 4.247 0.0 0.0 0.0 0.12
H -1.605 -1.422 4.488 0.0 0.0 0.0 0.11
H -2.742 -0.417 5.429 0.0 0.0 0.0 0.12
H -1.011 -0.457 5.855 0.0 0.0 0.0 0.12
H -2.253 1.604 2.440 0.0 0.0 0.0 0.14
H -3.464 0.921 3.542 0.0 0.0 0.0 0.14
H -3.469 -0.262 1.443 -0.1 0.1 0.1 0.12
H -2.976 -1.362 2.729 -0.1 0.1 0.0 0.13
H -1.568 -1.476 0.877 -0.1 0.2 -0.3 0.08
```
Positions in Å, forces in eV/Å.

## Properties
- Charge: +1
- Spin multiplicity: 1



Entry 6:
The following is a DFT calculation (ωB97M-V/def2-TZVPD) of 2 unconnected molecules or ions with the total composition C4H11NO.

The geometry in XYZ format:
```
17
Properties=species:S:1:pos:R:3:forces:R:3:lowdin_charge:R:1
C 2.336 -1.319 -0.590 0.6 0.1 0.9 -0.02
C 2.452 -0.097 -0.069 -1.9 0.4 -0.9 -0.22
C 1.600 1.054 -0.634 -0.2 -0.3 -0.4 -0.12
H 3.041 -2.092 -0.311 -0.2 -0.1 0.2 0.05
H 1.527 -1.620 -1.241 0.2 0.3 -0.4 0.05
H 3.084 0.149 0.766 0.6 -0.1 -0.1 0.08
H 1.304 1.863 0.038 0.5 -0.1 0.2 0.06
H 2.151 1.474 -1.490 -0.1 0.2 0.4 0.07
H 0.638 0.743 -1.083 0.4 -0.4 0.2 0.06
N -2.267 0.720 1.353 1.2 1.1 -0.2 0.00
C -2.807 -0.155 0.343 0.7 -1.0 1.4 -0.33
O -1.957 -1.278 0.032 -0.4 0.6 -0.2 -0.08
H -1.673 0.290 2.057 -0.7 -0.7 0.1 0.07
H -1.587 1.350 0.932 -0.4 0.2 -0.2 0.05
H -3.660 -0.643 0.827 -0.3 0.3 -0.8 0.11
H -2.998 0.479 -0.527 -0.5 -0.4 0.0 0.12
H -1.184 -0.916 -0.404 0.3 -0.1 -0.1 0.05
```
Positions in Å, forces in eV/Å.

## Properties
- SMILES: C=CC.NCO
- ΔE to the lowest compared entry with this formula, charge and spin: 45.83 kcal/mol
- Spin multiplicity: 1



Number 1: total energy -1165.85021 a.u.. Number 2: total energy -465.02762 a.u.. Number 3: total energy -1102.39583 a.u.. Number 4: total energy -1213.19960 a.u.. Number 5: total energy -1701.60781 a.u.. Number 6: total energy -288.94398 a.u..